DFT (ωB97M-V with the def2-TZVPD basis set) results for the molecule C4H6N4O in a non-equilibrium geometry.

Positions of all 15 atoms, in Å:
C -0.3870 -1.3454 -1.6297
C -1.7586 0.1381 -0.8821
C -0.4487 0.3210 -0.1823
C 0.7509 1.1808 1.5805
H 1.7410 -0.7509 0.5419
H 0.0380 -2.2632 -2.0117
H -2.6016 -0.0826 -0.2007
H -2.0988 1.0691 -1.3630
H 0.8190 2.1394 2.1004
H 2.1777 0.4964 2.5857
N 0.3611 -0.6331 -0.7340
N -1.5799 -0.9528 -1.8679
N -0.2367 1.2608 0.6431
N 1.5243 0.1971 1.9033
O 1.6993 -0.7747 -0.4835

Forces on the atoms, in the same order (eV/Å):
-0.5 -1.5 -1.2
-0.8 0.3 -0.9
-0.3 -0.7 -1.5
0.7 0.9 0.2
0.1 0.4 -0.4
0.2 0.2 -0.4
0.6 -0.2 -0.1
0.4 -0.2 0.0
0.3 -0.1 0.1
0.6 0.1 0.9
-0.5 1.4 1.6
0.6 0.2 1.2
0.3 0.0 1.6
-1.4 -0.1 -1.2
-0.4 -0.5 0.0

Gap between HOMO and LUMO: 9.350 eV
Net charge: 0
DFT total energy: -450.2055 a.u.
SMILES: [H]/N=C/N=C1/CN=CN1O
Energy above the lowest of the compared OMol25 structures with the same formula, charge and spin: 52.2 kcal per mole